# 1
{
  "formula": "C18H36O26S5",
  "method": "the ωB97M-V functional and the def2-TZVPD basis",
  "elements": ["C", "C", "O", "C", "O", "O", "C", "H", "H", "H", "H", "H", "H", "H", "H", "C", "C", "O", "C", "O", "O", "C", "H", "H", "H", "H", "H", "H", "H", "H", "C", "C", "O", "S", "O", "O", "O", "H", "H", "H", "H", "C", "C", "O", "S", "O", "O", "O", "H", "H", "H", "H", "C", "C", "O", "S", "O", "O", "O", "H", "H", "H", "H", "C", "C", "O", "S", "O", "O", "O", "H", "H", "H", "H", "C", "C", "O", "S", "O", "O", "O", "H", "H", "H", "H"],
  "coordinates": [[4.670, -2.232, 3.392], [4.267, -2.621, 2.002], [4.315, -3.977, 1.492], [3.268, -4.747, 1.665], [2.248, -4.464, 2.233], [3.574, -5.812, 0.988], [2.504, -6.695, 0.530], [5.746, -2.260, 3.218], [4.553, -3.068, 4.082], [4.429, -1.211, 3.685], [4.725, -2.086, 1.171], [3.218, -2.326, 2.001], [2.685, -6.963, -0.511], [1.509, -6.256, 0.597], [2.586, -7.596, 1.138], [3.565, 2.470, 1.331], [3.341, 3.057, 2.746], [4.508, 3.068, 3.445], [5.340, 4.182, 3.395], [5.235, 5.243, 2.812], [6.378, 3.917, 4.240], [7.362, 4.871, 4.596], [2.712, 2.791, 0.734], [3.501, 1.382, 1.323], [4.558, 2.705, 0.948], [2.607, 2.393, 3.202], [2.844, 4.022, 2.645], [8.279, 4.470, 5.028], [6.983, 5.608, 5.304], [7.707, 5.401, 3.708], [-0.849, 0.944, -4.711], [-0.993, 2.265, -3.853], [-0.218, 3.282, -4.383], [-0.057, 3.095, -6.028], [1.152, 3.580, -6.654], [-1.286, 3.520, -6.650], [-0.109, 1.434, -5.823], [-1.753, 0.363, -4.894], [-0.232, 0.133, -4.322], [-0.536, 2.108, -2.876], [-1.978, 2.608, -3.538], [-7.811, 1.296, -1.971], [-7.700, 1.882, -0.476], [-6.339, 1.962, -0.079], [-5.475, 0.790, -0.947], [-5.070, -0.309, -0.112], [-4.423, 1.535, -1.717], [-6.750, 0.377, -1.941], [-7.726, 2.008, -2.791], [-8.613, 0.585, -2.171], [-8.118, 1.141, 0.205], [-8.284, 2.793, -0.344], [-6.626, 0.956, 2.963], [-7.006, 0.237, 4.280], [-6.312, -1.001, 4.165], [-4.792, -0.750, 3.615], [-4.214, -1.929, 2.945], [-4.004, -0.229, 4.728], [-5.313, 0.453, 2.661], [-6.750, 2.033, 3.074], [-7.244, 0.601, 2.138], [-8.040, 0.018, 4.545], [-6.623, 0.648, 5.214], [-1.860, -0.633, 0.657], [-1.199, -1.999, 0.647], [-0.074, -1.739, -0.121], [0.633, -0.227, 0.000], [0.826, 0.166, -1.370], [1.627, -0.151, 1.055], [-0.827, 0.315, 0.577], [-2.423, -0.461, 1.574], [-2.535, -0.431, -0.175], [-1.791, -2.736, 0.105], [-0.843, -2.457, 1.569], [3.212, -2.382, -3.757], [1.759, -2.271, -4.128], [1.699, -1.307, -5.128], [3.023, -1.272, -6.050], [3.644, 0.059, -6.036], [2.762, -1.831, -7.429], [3.840, -2.393, -5.028], [3.590, -3.356, -3.447], [3.471, -1.511, -3.155], [1.154, -1.941, -3.284], [1.187, -3.137, -4.463]],
  "lowdin_charge": [-0.05, -0.22, 0.05, -0.67, 0.13, 0.02, 0.00, 0.07, 0.09, 0.09, 0.13, 0.09, 0.09, 0.09, 0.10, -0.05, -0.26, 0.02, -0.49, 0.13, -0.02, -0.05, 0.07, 0.04, 0.08, 0.12, 0.12, 0.09, 0.10, 0.09, -0.03, -0.11, -0.07, 0.79, -0.13, -0.11, -0.07, 0.18, 0.15, 0.16, 0.17, -0.13, -0.16, -0.21, 0.77, -0.23, -0.30, -0.22, 0.13, 0.14, 0.11, 0.14, -0.13, -0.15, -0.21, 0.71, -0.24, -0.24, -0.23, 0.14, 0.11, 0.14, 0.13, -0.17, -0.17, -0.23, 0.74, -0.27, -0.22, -0.20, 0.12, 0.11, 0.14, 0.14, -0.16, -0.21, -0.23, 0.79, -0.25, -0.26, -0.19, 0.15, 0.14, 0.12, 0.14],
  "gap_ev": [8.42, 1.84],
  "charge": 1,
  "spin_multiplicity": 2,
  "e_homo_ha": [-0.445, -0.445],
  "e_lumo_ev": [-3.69, -10.27],
  "total_energy_ev": -126640.5029
}

=====

# 2
{
  "formula": "C5H8O2",
  "method": "the ωB97M-V functional and the def2-TZVPD basis",
  "elements": ["C", "O", "C", "C", "C", "C", "O", "H", "H", "H", "H", "H", "H", "H", "H"],
  "coordinates": [[-1.482, 1.362, 0.294], [-1.481, 1.148, -0.896], [0.679, 0.353, -1.351], [0.189, -1.001, -0.868], [0.088, -1.047, 0.626], [0.935, -0.431, 1.450], [1.385, 1.081, -0.693], [-2.429, 1.290, 0.824], [-0.665, 1.852, 0.860], [0.472, 0.569, -2.409], [0.913, -1.756, -1.210], [-0.777, -1.256, -1.308], [-0.540, -1.803, 1.050], [0.868, -0.353, 2.526], [1.847, -0.010, 1.104]],
  "lowdin_charge": [-0.10, -0.02, -0.30, -0.17, -0.19, 0.01, 0.01, 0.09, 0.10, 0.12, 0.13, 0.11, 0.09, 0.06, 0.05],
  "gap_ev": 9.97,
  "de_lowest_ev": 2.7754,
  "spin_multiplicity": 1,
  "e_homo_ha": -0.341,
  "e_lumo_ev": 0.69,
  "total_energy_ev": -9407.0568,
  "smiles": "C=CCC=O.C=O"
}

=====

# 3
{
  "formula": "C4H11N2O",
  "method": "the ωB97M-V functional and the def2-TZVPD basis",
  "elements": ["C", "C", "N", "O", "H", "H", "H", "H", "H", "C", "C", "N", "H", "H", "H", "H", "H", "H"],
  "coordinates": [[1.290, 1.392, -0.937], [1.065, 1.101, 0.530], [1.879, 1.757, 1.381], [0.140, 0.409, 0.948], [2.315, 1.679, -1.148], [0.625, 2.206, -1.233], [0.943, 0.533, -1.507], [2.676, 2.253, 1.051], [1.734, 1.562, 2.359], [-2.385, -1.074, 0.351], [-0.195, -1.918, -0.441], [-1.370, -1.462, -0.644], [-3.276, -1.634, 0.090], [-2.548, -0.006, 0.214], [-1.919, -1.192, 1.322], [0.113, -2.078, 0.585], [0.428, -2.220, -1.272], [-1.514, -1.310, -1.648]],
  "lowdin_charge": [0.01, -0.57, 0.19, -0.01, 0.09, 0.10, 0.06, 0.11, 0.12, 0.02, 0.15, -0.01, 0.11, 0.11, 0.10, 0.12, 0.13, 0.18],
  "gap_ev": 9.33,
  "charge": 1,
  "de_lowest_ev": 1.2815,
  "spin_multiplicity": 1,
  "e_homo_ha": -0.506,
  "e_lumo_ev": -4.43,
  "total_energy_ev": -9347.5754
}

=====

# 4
{
  "formula": "C6H7N3O",
  "method": "the ωB97M-V functional and the def2-TZVPD basis",
  "elements": ["C", "C", "C", "C", "C", "C", "N", "N", "N", "O", "H", "H", "H", "H", "H", "H", "H"],
  "coordinates": [[-0.496, -1.738, -0.409], [2.036, -0.306, 0.869], [3.175, 1.020, -0.282], [1.416, -0.140, -0.333], [-2.679, 1.092, 0.549], [0.227, -0.753, -0.919], [-0.917, -2.788, -0.071], [2.190, 0.712, -1.069], [-2.987, 1.726, -0.469], [3.130, 0.416, 0.872], [1.637, -0.706, 1.767], [3.967, 1.620, -0.433], [-3.362, 0.603, 1.281], [-1.466, 0.863, 0.649], [-1.750, -2.887, 0.506], [-0.139, -0.524, -1.848], [-3.983, 1.790, -0.660]],
  "lowdin_charge": [-0.20, -0.09, -0.19, -0.28, -0.19, -0.04, 0.18, 0.15, 0.00, 0.07, 0.12, 0.10, 0.06, 0.10, 0.08, 0.09, 0.04],
  "gap_ev": 8.85,
  "de_lowest_ev": 3.4302,
  "spin_multiplicity": 1,
  "e_homo_ha": -0.298,
  "e_lumo_ev": 0.74,
  "total_energy_ev": -12849.6467,
  "smiles": "N=C=Cc1cocn1.C=N"
}

=====

# 5
{
  "formula": "H22O11",
  "method": "the ωB97M-V functional and the def2-TZVPD basis",
  "elements": ["O", "H", "H", "O", "H", "H", "O", "H", "H", "O", "H", "H", "O", "H", "H", "O", "H", "H", "O", "H", "H", "O", "H", "H", "O", "H", "H", "O", "H", "H", "O", "H", "H"],
  "coordinates": [[0.308, 1.163, 0.567], [0.138, 1.601, -0.267], [-0.126, 0.314, 0.485], [-1.557, 2.439, -3.899], [-2.052, 1.958, -4.562], [-1.771, 3.358, -4.059], [4.046, -0.901, -2.118], [4.763, -1.516, -1.965], [3.332, -1.224, -1.569], [-3.536, -1.948, 0.126], [-4.395, -1.540, 0.012], [-3.641, -2.831, -0.226], [4.226, -2.498, 2.578], [3.577, -2.786, 1.936], [4.938, -2.133, 2.053], [-2.422, -4.060, 3.883], [-3.222, -4.152, 4.400], [-2.656, -3.449, 3.185], [0.270, 4.110, 3.809], [0.294, 3.639, 4.642], [0.317, 3.424, 3.143], [2.255, 6.373, -3.194], [2.518, 6.857, -3.977], [2.146, 5.471, -3.496], [1.164, -3.877, -0.204], [0.964, -4.130, -1.106], [0.773, -4.568, 0.331], [0.206, -1.990, -4.753], [-0.312, -1.354, -4.259], [-0.080, -1.879, -5.660], [-3.538, 1.711, 4.920], [-3.319, 1.812, 3.994], [-3.608, 2.607, 5.250]],
  "lowdin_charge": [-0.05, 0.03, 0.03, -0.05, 0.03, 0.03, -0.05, 0.03, 0.02, -0.05, 0.03, 0.03, -0.05, 0.02, 0.03, -0.05, 0.03, 0.02, -0.06, 0.03, 0.02, -0.05, 0.03, 0.03, -0.05, 0.03, 0.03, -0.05, 0.02, 0.03, -0.06, 0.03, 0.03],
  "gap_ev": 11.15,
  "de_lowest_ev": 2.7056,
  "spin_multiplicity": 1,
  "e_homo_ha": -0.412,
  "e_lumo_ev": -0.06,
  "total_energy_ev": -22878.8083,
  "smiles": "O.O.O.O.O.O.O.O.O.O.O"
}

=====

# 6
{
  "formula": "H2ORb",
  "method": "the ωB97M-V functional and the def2-TZVPD basis",
  "elements": ["Rb", "O", "H", "H"],
  "coordinates": [[2.264, 23.678, -13.665], [-0.618, 26.573, -11.771], [-0.607, 27.530, -11.732], [-0.625, 26.296, -10.855]],
  "lowdin_charge": [0.98, -0.06, 0.04, 0.03],
  "gap_ev": 10.43,
  "charge": 1,
  "de_lowest_ev": 0.4028,
  "spin_multiplicity": 1,
  "e_homo_ha": -0.543,
  "e_lumo_ev": -4.36,
  "total_energy_ev": -2729.7226
}